Arrangement P

Molecular formula: C3H3Cl
Method: DFT, wB97M-V/def2-TZVPD

LUMO level (alpha / beta) in eV: -0.84 / -0.84
SMILES string: C=C=CCl
Gap between HOMO and LUMO (alpha / beta) in hartree: 0.3230 / 0.3229
HOMO (alpha / beta) in eV: -9.626 / -9.625

ORCA input file:
```
! RIJCOSX wB97M-V def2-TZVPD def2/J DEFGRID3
* xyz 0 1
C 0.38610 0.14549 0.85951
C -0.91567 0.13791 0.34234
C -0.64127 -0.24940 -1.01048
Cl 1.68368 -0.97225 1.74654
H 0.72358 1.21204 1.11705
H 0.24788 0.03478 -1.40188
H -1.48430 -0.30857 -1.65307
*
```

Formally, the natural (NBO) partial charges of the atoms, in units of the elementary charge, are as follows: C 0.014; C -0.119; C -0.389; Cl -0.054; H 0.194; H 0.167; H 0.186

***

Arrangement Q

Molecular formula: C3H3Cl
Method: DFT, wB97M-V/def2-TZVPD

LUMO level (alpha / beta) in eV: -0.12 / 0.67
Gap between HOMO and LUMO (alpha / beta) in hartree: 0.2392 / 0.3649
HOMO (alpha / beta) in eV: -6.629 / -9.262

ORCA input file:
```
! RIJCOSX wB97M-V def2-TZVPD def2/J DEFGRID3
* xyz 0 1
C 0.05310 -0.71472 0.54434
C 0.48309 -0.64606 -0.73412
C 0.08706 0.56906 0.02697
Cl 0.63685 2.02184 0.31043
H 0.02273 -1.46003 1.31011
H 1.05988 -0.95418 -1.64221
H -2.34272 1.18410 0.18448
*
```

Formally, the natural (NBO) partial charges of the atoms, in units of the elementary charge, are as follows: C -0.123; C -0.178; C -0.158; Cl 0.132; H 0.235; H 0.256; H -0.164

***

Most stable: arrangement P. Least stable: arrangement Q.

***

Arrangement P

Molecular formula: C3H5N3S2
Method: DFT, wB97M-V/def2-TZVPD

LUMO level in eV: 0.32
SMILES string: S=c1nc(CS)[nH][nH]1
Gap between HOMO and LUMO in hartree: 0.3140
HOMO in eV: -8.224

ORCA input file:
```
! RIJCOSX wB97M-V def2-TZVPD def2/J DEFGRID3
* xyz 0 1
C -1.39273 -1.02478 -0.14538
C -0.04421 -0.37174 -0.07926
C 2.08231 -0.07444 -0.08080
H -2.67092 0.33742 1.33362
H -1.50930 -1.52210 -1.10775
H -1.43220 -1.83971 0.61245
H 1.90196 1.96428 0.21074
H -0.50679 1.60490 -0.52125
N 1.08306 -1.03056 -0.06914
N 1.47786 1.16238 -0.20982
N 0.11207 0.98564 -0.01343
S -2.80721 0.09447 0.00511
S 3.70610 -0.28575 0.06491
*
```

These are the natural (NBO) partial charges, in e, on atoms 1 to 8: C -0.586; C 0.419; C 0.186; H 0.136; H 0.263; H 0.266; H 0.416; H 0.419

***

Arrangement Q

Molecular formula: C3H5N3S2
Method: DFT, wB97M-V/def2-TZVPD

LUMO level in eV: 0.34
SMILES string: [H]/N=C1\NSC(C)=NS1
Gap between HOMO and LUMO in hartree: 0.3357
HOMO in eV: -8.792

ORCA input file:
```
! RIJCOSX wB97M-V def2-TZVPD def2/J DEFGRID3
* xyz 0 1
C -1.00183 -0.05280 -2.33010
C -0.45281 -0.26282 -0.91680
C 0.60970 -0.22965 1.96375
H -2.14167 -0.15595 -2.36439
H -0.41264 -0.78847 -2.99320
H -0.64987 0.94237 -2.62640
H 1.76672 0.49616 3.22909
H 0.96619 1.49298 0.92508
N -1.29365 -0.60754 -0.01042
N 0.93681 -0.11636 3.20964
N 1.25714 0.49256 0.96728
S -0.89567 -1.03734 1.57258
S 1.31159 -0.17314 -0.62611
*
```

These are the natural (NBO) partial charges, in e, on atoms 1 to 8: C -0.660; C 0.093; C 0.202; H 0.254; H 0.230; H 0.229; H 0.343; H 0.407

***

Most stable: arrangement P. Least stable: arrangement Q.

***

Arrangement P

Molecular formula: C22H27NO6
Method: DFT, wB97M-V/def2-TZVPD

LUMO level in eV: 0.65
SMILES string: CCOCCOC(=O)c1[nH]c2c(c1C)C(=O)C[C@H](c1ccc(OC)c(OC)c1)C2
Gap between HOMO and LUMO in hartree: 0.3183
HOMO in eV: -8.006

ORCA input file:
```
! RIJCOSX wB97M-V def2-TZVPD def2/J DEFGRID3
* xyz 0 1
C -3.74477 -2.74912 -2.61028
C -4.80015 -2.60259 -1.51681
O -4.41096 -1.69015 -0.50430
C -5.01257 -0.42588 -0.53465
C -4.64682 0.44909 -1.74366
H -4.97225 -0.00788 -2.67975
H -5.12857 1.42527 -1.61717
O -3.24400 0.62144 -1.87125
C -2.67749 1.51619 -1.04606
O -3.30253 2.20545 -0.26340
C -1.23882 1.59959 -1.19553
C -0.32238 0.92910 -1.99084
C 0.94806 1.46667 -1.65832
C 0.75482 2.43461 -0.67479
N -0.55350 2.50561 -0.41091
H -1.02207 3.10088 0.25551
C 1.83350 3.22915 -0.04326
H 2.00319 4.14697 -0.61713
H 1.56309 3.51232 0.97587
C 3.11907 2.37661 -0.04885
C 2.99595 1.27814 0.98245
C 3.17016 1.59602 2.32197
C 3.02364 0.63283 3.30240
C 2.69772 -0.68102 2.98989
C 2.51932 -1.01806 1.63609
C 2.67622 -0.03011 0.66636
H 2.53724 -0.34763 -0.35351
O 2.20760 -2.23755 1.11845
C 1.90962 -3.34033 1.94348
H 1.05978 -3.13742 2.59863
H 2.76827 -3.64015 2.54770
H 1.65175 -4.14495 1.25478
O 2.55129 -1.66354 3.94064
C 2.72096 -1.32511 5.29297
H 2.55027 -2.24838 5.84530
H 3.73513 -0.96604 5.49714
H 1.99469 -0.57241 5.61719
H 3.17313 0.91923 4.33095
H 3.43012 2.60383 2.61178
C 3.40443 1.87942 -1.46744
C 2.27113 1.12399 -2.15255
O 2.49543 0.34182 -3.05352
H 3.61767 2.74348 -2.10582
H 4.29146 1.24375 -1.47739
H 3.95220 3.02103 0.25609
C -0.59778 -0.14527 -2.97478
H -1.08470 -0.98405 -2.48075
H -1.27154 0.21553 -3.75036
H 0.33196 -0.47650 -3.42729
H -4.67062 0.07164 0.37613
H -6.11064 -0.51190 -0.50576
H -4.93438 -3.56845 -1.01565
H -5.76446 -2.30413 -1.94770
H -4.07829 -3.47529 -3.34740
H -2.81328 -3.09529 -2.17062
H -3.55628 -1.80044 -3.10428
*
```

These are the natural (NBO) partial charges, in e, on atoms 1 to 8: C -0.631; C -0.064; O -0.534; C -0.085; C -0.112; H 0.192; H 0.208; O -0.499

***

Arrangement Q

Molecular formula: C22H27NO6
Method: DFT, wB97M-V/def2-TZVPD

LUMO level in eV: 0.06
SMILES string: CCCCc1cc(=O)oc2cc(C)cc(OCC(=O)N3CCC(C(=O)O)CC3)c12
Gap between HOMO and LUMO in hartree: 0.3231
HOMO in eV: -8.728

ORCA input file:
```
! RIJCOSX wB97M-V def2-TZVPD def2/J DEFGRID3
* xyz 0 1
C -1.55075 3.48199 -2.15628
H -1.57138 4.37329 -2.77983
H -1.96967 3.73495 -1.18413
C -2.35772 2.36587 -2.81071
C -2.53822 1.12947 -1.92816
H -3.38938 0.55592 -2.30019
H -2.77127 1.43798 -0.90953
C -1.33394 0.17643 -1.91351
C -0.12008 0.75851 -1.26519
C 1.01411 0.93191 -1.98717
C 2.18573 1.57802 -1.45085
O 3.28265 1.56449 -1.97853
O 2.02075 2.26846 -0.29521
C 0.98846 1.97972 0.52626
C 1.06699 2.49410 1.81591
C 0.12542 2.14598 2.76485
C -0.88553 1.25559 2.41124
C -1.00210 0.76516 1.12260
C -0.08656 1.16548 0.12133
O -2.00409 -0.09919 0.78721
C -2.20085 -1.27213 1.56460
H -1.65780 -1.23707 2.51089
H -3.27518 -1.36283 1.75063
C -1.78218 -2.45811 0.67731
O -2.61002 -3.03233 -0.00531
N -0.46920 -2.76289 0.62858
C 0.55349 -2.19071 1.48873
H 0.26900 -2.33077 2.53801
C 1.90424 -2.85983 1.25182
H 2.63753 -2.37155 1.89472
H 1.85634 -3.91276 1.52981
C 2.34302 -2.72192 -0.20884
C 2.86416 -1.31652 -0.47046
O 2.69786 -0.39462 0.28959
O 3.48319 -1.21011 -1.63345
H 3.71582 -0.27213 -1.83375
C 1.15525 -2.98764 -1.16260
H 0.79598 -2.04329 -1.57772
C 0.00093 -3.65180 -0.41828
H 0.30977 -4.61280 0.00419
H -0.84248 -3.82922 -1.08895
H 1.46920 -3.61638 -1.99436
H 3.15533 -3.42121 -0.42042
H 0.66754 -1.11875 1.30022
H -1.60616 0.94863 3.15547
C 0.21447 2.66720 4.16420
H -0.77628 2.79632 4.59328
H 0.74096 3.61713 4.18948
H 0.76230 1.96050 4.78785
H 1.90043 3.13204 2.06093
H 1.09186 0.59430 -3.00954
H -1.08612 -0.09661 -2.94213
H -1.63862 -0.72728 -1.38454
H -1.88505 2.07832 -3.75259
H -3.34940 2.75776 -3.04986
H -0.51276 3.19489 -2.01757
*
```

These are the natural (NBO) partial charges, in e, on atoms 1 to 8: C -0.608; H 0.211; H 0.201; C -0.399; C -0.384; H 0.215; H 0.207; C -0.475

***

Most stable: arrangement Q. Least stable: arrangement P.

***

Arrangement P

Molecular formula: C3H9NO2
Method: DFT, wB97M-V/def2-TZVPD

LUMO level (alpha / beta) in eV: -4.53 / -9.52
Gap between HOMO and LUMO (alpha / beta) in hartree: 0.3072 / 0.1238
HOMO (alpha / beta) in eV: -12.888 / -12.887

ORCA input file:
```
! RIJCOSX wB97M-V def2-TZVPD def2/J DEFGRID3
* xyz 1 2
C -2.23631 0.22299 0.83697
N -3.12284 -0.68506 0.02674
H 0.72787 1.04539 -1.39804
H -3.78775 -0.02203 -0.46641
H -2.71655 -1.49294 -0.46548
H -1.95800 1.10190 0.31401
H -1.42067 -0.42982 1.12364
H -2.88349 0.79333 1.64212
C 2.46578 -0.74795 -0.14810
C 2.47386 0.78195 -0.31465
O 1.50728 1.29392 -1.02003
O 3.24813 1.58840 0.19704
H 3.50511 -1.24719 -0.09830
H 2.12512 -1.23446 -1.00846
H 2.07246 -0.96842 0.77895
*
```

These are the natural (NBO) partial charges, in e, on atoms 1 to 8: C -0.489; N -0.250; H 0.499; H 0.429; H 0.437; H 0.295; H 0.258; H 0.318

***

Arrangement Q

Molecular formula: C3H9NO2
Method: DFT, wB97M-V/def2-TZVPD

LUMO level (alpha / beta) in eV: -3.48 / -9.59
Gap between HOMO and LUMO (alpha / beta) in hartree: 0.4577 / 0.2000
HOMO (alpha / beta) in eV: -15.935 / -15.034

ORCA input file:
```
! RIJCOSX wB97M-V def2-TZVPD def2/J DEFGRID3
* xyz 1 2
C -0.33052 1.79716 -2.30810
C -0.71288 0.87511 -1.17312
O 0.47625 0.20845 -0.84466
O -1.76128 0.56289 -0.70684
H -1.06773 2.60120 -2.35864
H -0.36494 1.30630 -3.28329
H 0.65406 2.25433 -2.24283
C 0.47500 -0.97742 2.36341
N 0.14858 -1.37551 0.96682
H 0.90278 -1.95634 0.59666
H -0.65211 -2.00463 0.97364
H 0.44238 -0.54900 -0.12893
H -0.36976 -1.06356 3.03249
H 0.90360 0.01871 2.48386
H 1.25655 -1.69768 2.62954
*
```

These are the natural (NBO) partial charges, in e, on atoms 1 to 8: C -0.675; C 0.795; O -0.609; O -0.226; H 0.264; H 0.293; H 0.285; C -0.430

***

Most stable: arrangement Q. Least stable: arrangement P.